C42H68BF2NO7Si | ωB97M-V/def2-TZVPD

```
122
Properties=species:S:1:pos:R:3
C -0.13703 3.27429 -0.07718
C -1.09344 2.35600 0.52295
N -1.48705 1.97384 1.92603
C -1.25051 0.44070 1.84971
O -0.67484 -0.16700 0.77167
O -1.48430 -0.53721 2.91829
C -0.61671 2.51323 3.05731
C -0.53002 4.14804 3.15828
B 0.73559 4.84195 3.93596
O 1.64542 5.81756 3.26541
O 1.05091 4.57757 5.38428
C 0.87075 1.77404 3.20891
C 1.97447 1.99071 2.07090
O 2.75101 3.08865 1.84725
C 2.37131 0.74007 1.02896
C 2.61728 1.18019 -0.56417
C 2.97229 0.05723 -1.75135
C 3.06668 -1.55269 -1.31159
C 2.84150 -1.92511 0.26823
C 2.48469 -0.83364 1.47043
C -1.20042 2.12000 4.58343
C -2.76774 1.73848 4.67218
C -3.32158 2.31654 6.14181
C -3.53013 2.60967 3.52992
C -2.98024 2.31295 1.96899
C -3.97042 1.00366 1.63305
O -3.88688 0.40508 0.31896
O -3.94143 -0.89722 0.44911
C -3.56917 3.54687 1.13782
F -2.85087 4.85845 1.19958
F -4.88793 3.95760 1.78928
C -4.08367 3.42757 -0.39680
C -5.74805 3.29674 -0.53878
Si -6.30693 2.81692 -2.33949
C -7.52065 4.07181 -3.15112
C -7.26915 1.11818 -2.22247
C -4.86047 2.52953 -3.57339
C -4.78413 1.07697 -4.39820
C -3.58041 0.72924 -5.49836
C -2.36975 1.78787 -5.83108
C -2.41795 3.23130 -4.99340
C -3.62888 3.58193 -3.89420
H -0.12039 3.51727 -1.24639
H 0.65596 3.91504 0.54454
H -1.79967 1.84140 -0.29941
H -0.55703 4.73448 2.15233
H -1.48106 4.53382 3.77054
H 2.46405 5.94337 3.85772
H 0.88421 5.44152 5.90148
H 1.40283 2.08375 4.24121
H 0.80635 0.60057 3.43433
H 2.53416 2.30099 -0.94580
H 3.11990 0.32999 -2.88419
H 3.28882 -2.38093 -2.14070
H 2.89623 -3.06005 0.59947
H 2.29643 -1.11247 2.59149
H -1.02254 2.97705 5.37270
H -0.63464 1.17449 5.04728
H -3.03731 0.59796 4.67655
H -3.35511 3.48771 6.14164
H -2.59890 1.98522 7.02192
H -4.40767 1.88155 6.35900
H -3.47019 3.72625 3.84620
H -4.67570 2.29295 3.65936
H -3.93795 0.19234 2.50946
H -5.08728 1.42641 1.71223
H -3.34286 -1.33409 -0.24500
H -3.84219 4.44138 -0.98255
H -3.66196 2.57790 -1.05959
H -6.26675 4.35137 -0.32857
H -6.20200 2.48089 0.16595
H -6.92866 5.03717 -3.44590
H -7.88409 3.57219 -4.17236
H -8.41301 4.24576 -2.41431
H -6.55509 0.18726 -2.29560
H -7.77403 1.06759 -1.15210
H -8.05915 1.12893 -3.08851
H -5.58082 0.20856 -4.24877
H -3.58382 -0.30578 -6.08564
H -1.55369 1.52109 -6.62964
H -1.54132 3.99234 -5.24727
H -3.56664 4.61443 -3.34456
C 9.46106 -3.98585 1.16127
C 8.63113 -3.63872 2.38735
C 7.18103 -4.11855 2.29419
C 6.35745 -3.50738 1.15587
C 6.26345 -1.97964 1.16064
C 5.57605 -1.42192 2.39648
H 9.07801 -3.49462 0.26201
H 10.49603 -3.65728 1.30231
H 9.47009 -5.06659 0.98819
H 8.66749 -2.55868 2.56225
H 9.09552 -4.10759 3.26411
H 6.68376 -3.91976 3.25097
H 7.17604 -5.21066 2.17539
H 5.34319 -3.92457 1.20098
H 6.77057 -3.83045 0.19254
H 5.69641 -1.66555 0.27668
H 7.25830 -1.53359 1.05885
H 4.56390 -1.82499 2.49547
H 5.49971 -0.33157 2.32366
H 6.13292 -1.65514 3.30788
C 1.76545 -7.33531 -5.57804
C 1.94289 -5.83037 -5.45064
C 2.49789 -5.39772 -4.09178
C 1.61407 -5.72796 -2.88455
C 0.19786 -5.14904 -2.92993
C 0.16832 -3.62930 -2.94984
H 1.03376 -7.71787 -4.86042
H 1.40799 -7.58827 -6.58164
H 2.71437 -7.85619 -5.41591
H 0.99090 -5.32940 -5.65349
H 2.63816 -5.49622 -6.23111
H 2.68927 -4.31844 -4.11870
H 3.47745 -5.87186 -3.94180
H 2.11641 -5.36399 -1.97902
H 1.54456 -6.81661 -2.77029
H -0.34550 -5.49506 -2.04303
H -0.34909 -5.54006 -3.79422
H 0.67582 -3.21755 -2.07256
H -0.86779 -3.27384 -2.93840
H 0.64657 -3.22808 -3.84731
```

The value obtained for the HOMO energy is -8.315 eV. As for the multiplicity: 1. The net charge is 0. Its maximum force is 12.327 eV Å⁻¹. Its total energy is -2735.6035 a.u. The orbital gap comes out at 7.87 eV.

Atom charges from the Löwdin analysis, given in e for atoms 1 to 5: C 0.068; C -0.104; N -0.021; C -0.363; O -0.057



C2H3NO3P | ωB97M-V/def2-TZVPD

```
10
Properties=species:S:1:pos:R:3
C 0.31157 -0.70584 0.50592
C 0.79212 0.10334 -0.42609
N 3.39270 -0.79208 -0.14845
O 2.57903 1.19326 1.41590
O 2.93731 -1.90292 0.04546
O 2.97350 1.56928 -1.11148
P 2.41454 0.72348 -0.00996
H -0.67229 -1.31447 0.14690
H 0.78698 -0.71710 1.50240
H 0.35318 0.19191 -1.34052
```

The value obtained for the HOMO energy (spin up / spin down) is -4.105 / -4.124 eV. As for the multiplicity: 1. The net charge is -1. Its maximum force is 3.360 eV Å⁻¹. Its total energy is -699.8527 a.u. The value obtained for the energy relative to the best compared isomer or geometry (same formula, charge and spin) is 83.46 kcal per mole. The orbital gap (spin up / spin down) comes out at 8.16 / 8.25 eV.

Atom charges from the natural (NBO) analysis, given in e for atoms 1 to 5: C -0.362; C -0.623; N -0.154; O -1.137; O -0.324



C25H52BFNO11P4S | ωB97M-V/def2-TZVPD

```
96
Properties=species:S:1:pos:R:3
C -4.04458 -0.07064 0.08807
C -2.94040 0.80658 -0.60861
C -3.25883 0.83146 -2.10726
F -3.13757 -0.48177 -2.57804
C -2.46096 1.86101 -2.92403
P -2.85645 3.57008 -2.15390
O -1.95347 3.90438 -1.01796
O -1.08302 1.85593 -2.86147
B -0.64719 2.20963 -4.26348
C 0.67809 3.18645 -4.42343
C 1.92283 2.31493 -4.53150
C 2.83512 2.32799 -3.46765
C 3.96984 1.51807 -3.50596
C 4.22612 0.68653 -4.59748
C 5.46524 -0.20657 -4.55559
C 3.32869 0.69975 -5.66487
C 2.19211 1.50727 -5.63893
O -1.85112 2.76058 -4.95350
C -2.88031 1.96096 -4.47030
S -2.78856 0.45029 -5.53688
P -4.64604 2.53892 -4.72392
N -5.02858 2.80435 -6.24218
H -4.11276 0.12271 1.16432
H -4.99594 0.20646 -0.40375
H -3.90331 -1.13481 -0.15188
H -2.98841 1.78695 -0.12073
H -1.97741 0.31650 -0.40951
H -4.32700 1.10531 -2.20279
H -2.81841 4.58642 -3.13597
H -4.16596 3.46498 -1.57654
H -0.23600 1.14021 -4.66402
H 0.76725 3.90206 -3.58861
H 0.55609 3.74491 -5.37114
H 2.65823 2.97633 -2.60641
H 4.66778 1.53059 -2.66545
H 6.29399 0.37278 -4.11686
H 5.73019 -0.51917 -5.57548
H 5.32537 -1.07824 -3.89766
H 3.52625 0.04628 -6.51952
H 1.49202 1.52362 -6.47749
H -3.56382 -0.50270 -4.96180
H -4.89283 3.74503 -4.01650
H -5.44152 1.49812 -4.17180
H -5.77788 2.14729 -6.45575
O -6.08768 -0.74093 3.81291
P -6.56953 -1.92075 4.61835
O -7.57317 -2.50009 3.43341
C -6.99632 -3.18664 2.32824
C -6.43295 -4.54364 2.71746
O -7.67840 -1.12202 5.53625
C -7.59088 0.29251 5.71460
C -8.33416 1.04074 4.62188
O -7.00423 -3.30275 5.48506
C -5.97746 -3.93690 6.26432
C -5.30750 -2.98531 7.23719
H -6.22069 -2.56511 1.86977
H -7.79037 -3.31828 1.59260
H -5.51852 -4.43056 3.30806
H -6.17915 -5.12257 1.82756
H -7.14934 -5.10719 3.31556
H -6.54939 0.60771 5.77540
H -8.04314 0.52299 6.68192
H -8.14333 0.63065 3.63067
H -8.05521 2.09592 4.61968
H -9.41157 0.97001 4.78484
H -5.23182 -4.37458 5.59376
H -6.44862 -4.75607 6.80818
H -4.80453 -2.16256 6.71466
H -4.55784 -3.51109 7.82976
H -6.04273 -2.54138 7.90905
O 7.76274 0.01783 -0.53233
P 7.98329 -0.45496 0.86590
O 7.54697 -2.03353 0.78119
C 8.40304 -2.93990 0.09510
C 9.70259 -3.18844 0.84310
O 6.66032 0.17168 1.59732
C 5.85333 1.15011 0.93161
C 4.76792 0.50554 0.08974
O 8.66173 -0.64819 2.38157
C 9.88112 0.06472 2.64462
C 9.75579 1.55520 2.39016
H 8.60432 -2.56747 -0.91413
H 7.85311 -3.87617 -0.00294
H 10.35403 -2.31089 0.79343
H 10.24541 -4.02602 0.40045
H 9.51268 -3.40416 1.89460
H 6.47619 1.81659 0.33531
H 5.39170 1.76600 1.70607
H 5.12909 -0.34313 -0.49138
H 4.33325 1.23202 -0.59573
H 3.97325 0.12127 0.73185
H 10.68578 -0.35454 2.03223
H 10.13753 -0.11516 3.68871
H 9.52078 1.76689 1.34102
H 10.69085 2.06249 2.63131
H 8.95483 1.98226 2.99429
```

The value obtained for the HOMO energy is -4.699 eV. As for the multiplicity: 1. The net charge is -1. Its maximum force is 9.273 eV Å⁻¹. Its total energy is -3754.5468 a.u. The orbital gap comes out at 4.64 eV.

Atom charges from the Löwdin analysis, given in e for atoms 1 to 5: C -0.099; C -0.174; C -0.339; F -0.028; C -0.516



C8H12NO4S | ωB97M-V/def2-TZVPD

```
26
Properties=species:S:1:pos:R:3
C -4.42645 -2.28519 0.38966
C -3.73926 -1.68321 1.18365
N -3.01984 -0.99580 2.10452
C -2.34690 0.22391 1.51808
C -3.08998 1.53152 1.88067
O -3.28098 1.74962 3.09362
O -3.39560 2.25046 0.90859
H -4.83018 -2.65762 -0.52311
H -2.29430 -1.62403 2.43240
H -2.35047 0.13407 0.43517
H -1.33065 0.25759 1.90167
C 2.55741 -0.22840 -2.21734
C 3.08238 1.07402 -1.59671
C 2.13430 1.45054 -0.45136
S 1.43475 -0.09405 0.15113
O 0.02523 -0.09132 -0.11961
O 1.94762 -0.37966 1.46692
C 2.24677 -1.15461 -1.04625
H 3.28255 -0.67521 -2.89703
H 1.64488 -0.02690 -2.78206
H 4.08894 0.90995 -1.20546
H 3.14356 1.87560 -2.33177
H 2.64656 1.94289 0.37080
H 1.30536 2.06758 -0.79238
H 1.58236 -1.97710 -1.29972
H 3.15807 -1.53522 -0.58518
```

The value obtained for the HOMO energy is -3.747 eV. As for the multiplicity: 1. The net charge is -1. Its maximum force is 0.985 eV Å⁻¹. Its total energy is -1065.8923 a.u. The value obtained for the energy relative to the best compared isomer or geometry (same formula, charge and spin) is 33.05 kcal per mole. The orbital gap comes out at 6.08 eV.

Atom charges from the natural (NBO) analysis, given in e for atoms 1 to 5: C -0.433; C 0.214; N -0.616; C -0.313; C 0.735